i.
Computed, not measured: a 2-piece molecular cluster, C5H13N2 overall, with ωB97M-V/def2-TZVPD.

Properties
Charge: +2
Gap between HOMO and LUMO (alpha / beta): 6.08 / 5.75 eV
HOMO energy (alpha / beta): -18.64 / -18.59 eV
Multiplicity: 2
LUMO energy (alpha / beta): -12.56 / -12.83 eV

```
20
C5H13N2, DFT ωB97M-V/def2-TZVPD
N -1.115 0.830 0.204
C -0.117 -0.147 0.066
C -0.435 -1.107 -1.095
C -1.444 -2.151 -0.872
C -1.974 -2.530 0.376
C 1.320 0.516 -0.129
N 1.383 1.643 0.634
H -1.670 1.093 -0.604
H 0.048 -0.724 0.988
H -0.850 1.661 0.727
H 2.649 4.377 1.589
H 0.483 -1.629 -1.412
H -0.729 -0.547 -1.996
H -1.839 -2.620 -1.766
H -1.699 -1.984 1.272
H -2.665 -3.351 0.527
H 2.152 -0.201 0.035
H 1.296 0.783 -1.209
H 2.898 4.001 2.184
H 2.309 2.087 0.481
```

ii.
Computed, not measured: an isolated ion of composition C5H13N2 and charge +2, with ωB97M-V/def2-TZVPD.

Properties
Charge: +2
Gap between HOMO and LUMO (alpha / beta): 10.21 / 6.52 eV
HOMO energy (alpha / beta): -18.86 / -18.86 eV
Multiplicity: 2
LUMO energy (alpha / beta): -8.65 / -12.34 eV

```
20
C5H13N2, DFT ωB97M-V/def2-TZVPD
C 0.764 -2.341 -0.904
C 0.346 -1.939 0.530
C 0.670 -0.444 0.841
C -0.262 0.536 0.231
C 0.247 1.838 0.030
N -0.589 3.014 -0.199
N -1.531 0.240 0.057
H 1.243 -3.304 -0.798
H 1.482 -1.684 -1.386
H -0.097 -2.582 -1.530
H -0.711 -2.157 0.703
H 0.888 -2.551 1.248
H 1.630 -0.291 0.366
H 0.837 -0.333 1.906
H 1.305 2.024 0.107
H -0.142 3.658 -0.870
H -1.522 2.770 -0.545
H -0.696 3.605 0.645
H -2.007 0.626 -0.758
H -1.855 -0.687 0.326
```

Preferred: ii; penalty for the next structure: 583.2 kJ/mol.

i.
Computed, not measured: one molecule with the formula C5H9NS, with ωB97M-V/def2-TZVPD.

Properties
SMILES: C/C=C\NC(C)=S
Gap between HOMO and LUMO: 8.70 eV
HOMO energy: -8.15 eV
LUMO energy: 0.55 eV

```
16
C5H9NS, DFT ωB97M-V/def2-TZVPD
C 1.742 1.569 -1.327
C 0.428 1.038 -1.732
C -0.333 0.195 -1.035
N -0.193 -0.335 0.255
C -1.213 -0.865 0.910
C -0.907 -1.613 2.198
S -2.729 -0.980 0.224
H 2.398 1.699 -2.204
H 2.249 0.941 -0.599
H 1.679 2.582 -0.930
H 0.004 1.423 -2.649
H -1.316 -0.112 -1.447
H 0.731 -0.120 0.688
H -1.571 -1.261 2.978
H -1.114 -2.668 2.132
H 0.143 -1.493 2.538
```

ii.
Computed, not measured: C5H9NS as an isolated structure, with ωB97M-V/def2-TZVPD.

Properties
Gap between HOMO and LUMO: 8.35 eV
HOMO energy: -8.64 eV
LUMO energy: -0.29 eV

```
16
C5H9NS, DFT ωB97M-V/def2-TZVPD
C -0.440 -1.376 -0.650
C -0.370 -0.047 0.062
C 1.064 0.115 1.022
C 0.305 1.061 -0.712
C -1.609 0.231 0.717
H -0.825 -1.140 -1.728
H 0.655 -1.701 -0.692
H -0.994 -2.109 0.010
H 1.728 -0.830 0.803
H 0.780 0.223 2.054
H 2.482 0.962 -0.399
H -0.101 2.054 -1.065
H 0.763 0.338 -1.606
H -1.893 -0.297 1.617
N 1.395 1.329 0.210
S -2.940 1.186 0.356
```

Preferred: i; penalty for the next structure: 367.5 kJ/mol.

i.
Computed, not measured: a 6-piece molecular cluster, H12O6 overall, with ωB97M-V/def2-TZVPD.

Properties
SMILES: O.O.O.O.O.O
Gap between HOMO and LUMO: 11.56 eV
HOMO energy: -11.35 eV
LUMO energy: 0.21 eV

```
18
H12O6, DFT ωB97M-V/def2-TZVPD
O -0.133 -0.622 -1.566
H 0.516 -0.472 -0.880
H -0.775 -1.209 -1.165
O 5.862 -1.186 0.944
H 5.444 -0.465 1.415
H 5.995 -0.848 0.058
O 3.698 3.079 1.277
H 4.192 3.834 0.958
H 2.798 3.246 0.998
O -5.824 -2.854 -0.085
H -5.698 -2.225 0.624
H -6.288 -3.586 0.322
O -2.993 0.673 -4.642
H -3.455 1.417 -4.256
H -2.235 0.539 -4.073
O -0.113 -0.049 3.249
H -1.068 -0.112 3.272
H 0.076 0.840 3.549
```

ii.
Computed, not measured: a 6-piece molecular cluster, H12O6 overall, with ωB97M-V/def2-TZVPD.

Properties
SMILES: O.O.O.O.O.O
Gap between HOMO and LUMO: 10.53 eV
HOMO energy: -10.61 eV
LUMO energy: -0.08 eV

```
18
H12O6, DFT ωB97M-V/def2-TZVPD
O 0.023 0.124 0.205
H 0.362 -0.458 -0.476
H -0.927 0.020 0.157
O 2.992 -3.116 0.309
H 2.347 -2.638 -0.213
H 3.466 -3.651 -0.328
O -2.642 0.227 -0.424
H -3.308 -0.097 0.184
H -2.925 -0.090 -1.281
O 1.355 2.296 2.034
H 0.556 2.489 2.525
H 1.075 1.689 1.349
O 0.959 -1.721 -1.512
H 1.843 -1.485 -1.792
H 0.526 -2.021 -2.312
O -2.005 3.046 0.232
H -1.998 2.089 0.240
H -1.699 3.295 1.104
```

iii.
Computed, not measured: a 6-piece molecular cluster, H12O6 overall, with ωB97M-V/def2-TZVPD.

Properties
SMILES: O.O.O.O.O.O
Gap between HOMO and LUMO: 11.69 eV
HOMO energy: -11.29 eV
LUMO energy: 0.39 eV

```
18
H12O6, DFT ωB97M-V/def2-TZVPD
O -1.277 -18.060 -12.242
H -1.849 -18.827 -12.268
H -1.779 -17.403 -11.759
O 2.298 -20.742 -13.944
H 3.026 -20.426 -14.479
H 1.833 -19.948 -13.678
O 2.215 -16.060 -10.014
H 3.046 -16.291 -10.428
H 1.550 -16.483 -10.557
O -3.908 -21.782 -11.680
H -3.461 -22.450 -11.161
H -4.412 -22.276 -12.326
O -4.158 -14.908 -9.052
H -4.129 -13.952 -9.018
H -4.389 -15.173 -8.162
O 2.997 -15.384 -15.072
H 3.523 -15.871 -15.706
H 2.094 -15.641 -15.262
```

Preferred: ii; penalty for the next structure: 35.8 kJ/mol.

i.
Computed, not measured: a 6-piece molecular cluster, H12O6 overall, with ωB97M-V/def2-TZVPD.

Properties
SMILES: O.O.O.O.O.O
Gap between HOMO and LUMO: 11.74 eV
HOMO energy: -11.44 eV
LUMO energy: 0.30 eV

```
18
H12O6, DFT ωB97M-V/def2-TZVPD
O -1.256 -1.169 -1.192
H -2.187 -1.039 -1.250
H -1.091 -0.318 -0.834
O 2.311 -5.683 -6.168
H 2.389 -6.661 -6.458
H 3.022 -5.685 -5.573
O -2.934 0.324 0.695
H -1.970 0.192 0.787
H -3.205 1.053 0.187
O 2.628 3.020 -1.264
H 3.167 3.538 -1.797
H 2.450 3.310 -0.435
O -1.625 4.030 4.264
H -1.338 4.653 3.639
H -0.949 3.456 4.683
O 0.376 -0.678 3.415
H 0.658 -1.340 4.126
H -0.444 -1.003 3.175
```

ii.
Computed, not measured: a 6-piece molecular cluster, H12O6 overall, with ωB97M-V/def2-TZVPD.

Properties
SMILES: O.O.O.O.O.O
Gap between HOMO and LUMO: 10.59 eV
HOMO energy: -10.87 eV
LUMO energy: -0.27 eV

```
18
H12O6, DFT ωB97M-V/def2-TZVPD
O -17.548 -17.648 -4.154
H -17.298 -16.971 -3.509
H -18.450 -17.888 -3.925
O -12.761 -15.525 -4.172
H -11.968 -15.519 -3.630
H -13.273 -14.755 -3.898
O -17.965 -15.722 -6.440
H -17.503 -14.888 -6.553
H -18.005 -15.871 -5.486
O -14.848 -13.490 -4.142
H -14.989 -13.461 -5.095
H -14.758 -12.571 -3.870
O -16.603 -15.202 -2.812
H -15.937 -14.649 -3.264
H -16.807 -14.735 -1.995
O -15.797 -17.275 -0.863
H -15.966 -16.668 -1.598
H -14.889 -17.103 -0.603
```

Preferred: ii; penalty for the next structure: 158.2 kJ/mol.

i.
Computed, not measured: a 2-piece molecular cluster, C3H9OS overall, with ωB97M-V/def2-TZVPD.

Properties
Charge: -1
Gap between HOMO and LUMO: 5.90 eV
HOMO energy: -1.91 eV
LUMO energy: 3.99 eV

```
14
C3H9OS, DFT ωB97M-V/def2-TZVPD
C -0.545 1.217 -2.306
O -1.089 1.837 -1.172
H 0.523 1.544 -2.306
H -0.914 1.820 -3.114
H -0.772 0.176 -2.520
C 0.829 -1.365 2.580
S -0.225 -0.043 1.812
C -0.084 -0.343 0.081
H 0.235 -2.342 2.442
H 1.824 -1.186 2.067
H 0.953 -1.303 3.710
H 0.704 -0.013 -0.470
H -0.976 1.243 -0.400
H -0.463 -1.243 -0.404
```

ii.
Computed, not measured: a 2-piece molecular cluster, C3H9OS overall, with ωB97M-V/def2-TZVPD.

Properties
Charge: -1
Gap between HOMO and LUMO: 5.90 eV
HOMO energy: -1.91 eV
LUMO energy: 3.99 eV

```
14
C3H9OS, DFT ωB97M-V/def2-TZVPD
C -1.825 1.755 -1.193
O -1.735 1.589 0.200
H -1.791 0.804 -1.746
H -1.020 2.409 -1.565
H -2.771 2.216 -1.476
C 2.072 -1.927 -0.030
S 0.897 -0.483 -0.095
C 0.019 -0.405 1.379
H 2.262 -2.279 -1.047
H 3.014 -1.626 0.424
H 1.588 -2.742 0.505
H -0.868 -1.055 1.415
H -1.206 0.761 0.387
H 0.537 -0.440 2.337
```

Preferred: ii; penalty for the next structure: 62.9 kJ/mol.